The following is a quantum chemistry calculation of a 4-piece molecular cluster, C34H63B2N2O7SSi overall at a distorted geometry, from the OMol25 dataset.

Positions of all 110 atoms, in Å:
C (-4.8752, -5.7408, 4.1041)
C (-5.2235, -4.7435, 3.0053)
C (-4.5332, -5.1076, 1.6914)
N (-3.0836, -5.1879, 1.8552)
B (-2.2602, -3.9910, 1.2680)
C (-0.6851, -4.1769, 1.8315)
C (-0.6785, -4.5201, 3.3191)
C (0.5095, -3.9044, 4.0596)
S (0.2340, -3.9026, 5.8851)
C (-2.1797, -4.0827, -0.4001)
C (-1.6790, -2.8094, -1.0699)
C (-1.0758, -2.9830, -2.4688)
C (-0.8632, -1.6127, -3.1334)
C (0.4100, -1.5253, -4.0145)
C (1.2680, -0.3072, -3.6217)
C (1.9973, 0.3861, -4.7691)
C (3.2672, 1.1192, -4.3023)
Si (3.0762, 2.2006, -2.7687)
C (2.6323, 1.2427, -1.2145)
C (4.7761, 2.9774, -2.4380)
C (1.9101, 3.6538, -3.0457)
C (1.5514, 4.1431, -4.3067)
C (0.7163, 5.2547, -4.4183)
C (0.2245, 5.8913, -3.2774)
C (0.5593, 5.4134, -2.0138)
C (1.3979, 4.3020, -1.9090)
B (-2.7892, -2.4356, 1.8120)
N (-4.0108, -1.7697, 1.2979)
O (-2.0872, -1.6660, 2.7870)
H (-3.8200, -5.6971, 4.3379)
H (-5.1388, -6.7485, 3.7891)
H (-5.4216, -5.5030, 5.0164)
H (-4.8664, -3.7718, 3.3511)
H (-6.3049, -4.6850, 2.8864)
H (-4.9088, -6.1026, 1.4275)
H (-4.8462, -4.4421, 0.8787)
H (-2.7903, -6.0216, 1.3583)
H (-0.1842, -4.9933, 1.2986)
H (-0.0972, -3.2692, 1.6642)
H (-1.5747, -4.1735, 3.8250)
H (-0.6389, -5.5960, 3.4737)
H (1.4198, -4.4777, 3.9259)
H (0.6263, -2.8638, 3.7811)
H (-0.3581, -2.7202, 6.0812)
H (-3.1382, -4.4152, -0.8165)
H (-1.4625, -4.8800, -0.6301)
H (-0.8903, -2.3682, -0.4597)
H (-2.5111, -2.1103, -1.1660)
H (-1.6942, -3.6354, -3.0831)
H (-0.1050, -3.4645, -2.3594)
H (-0.7791, -0.8976, -2.3208)
H (-1.7217, -1.3520, -3.7482)
H (0.9874, -2.4203, -3.8122)
H (0.1630, -1.4594, -5.0707)
H (2.0309, -0.6498, -2.9308)
H (0.6312, 0.4232, -3.1298)
H (2.2985, -0.3865, -5.4807)
H (1.3439, 1.0448, -5.3362)
H (4.0483, 0.3859, -4.1101)
H (3.6293, 1.7706, -5.0993)
H (3.2292, 0.3379, -1.2063)
H (1.5864, 0.9638, -1.1697)
H (2.9306, 1.8285, -0.3474)
H (5.5723, 2.2420, -2.4393)
H (4.7260, 3.5059, -1.4886)
H (4.9520, 3.7187, -3.2155)
H (1.9434, 3.6648, -5.1918)
H (0.4564, 5.6231, -5.3967)
H (-0.4105, 6.7602, -3.3559)
H (0.1913, 5.8829, -1.1158)
H (1.6533, 3.9349, -0.9250)
H (-4.2947, -2.2031, 0.4305)
H (-4.7712, -1.8539, 1.9623)
H (-1.4997, -1.0818, 2.2994)
O (-4.9979, -2.6305, 8.0700)
C (-4.1872, -1.7558, 8.0761)
O (-4.4016, -0.5716, 8.7159)
C (-3.3086, 0.3266, 8.4756)
C (-2.1312, -0.5639, 8.1027)
C (-2.8270, -1.7306, 7.4022)
H (-3.5889, 1.0028, 7.6645)
H (-3.1324, 0.9110, 9.3763)
H (-1.3886, -0.0562, 7.4900)
H (-1.6353, -0.9199, 9.0073)
H (-2.9683, -1.5432, 6.3362)
H (-2.3092, -2.6743, 7.5448)
O (4.8953, -0.6655, -0.0186)
C (4.3922, -0.6772, 1.0674)
O (3.0625, -0.8163, 1.2771)
C (2.7707, -0.6776, 2.6802)
C (4.0738, -0.9933, 3.3998)
C (5.1105, -0.5023, 2.3936)
H (2.4310, 0.3451, 2.8586)
H (1.9692, -1.3660, 2.9372)
H (4.1439, -0.5277, 4.3808)
H (4.1693, -2.0718, 3.5314)
H (5.3402, 0.5567, 2.5225)
H (6.0272, -1.0845, 2.4094)
O (1.1087, 6.3076, -7.9993)
C (1.2722, 7.4037, -7.5553)
O (0.6286, 7.8459, -6.4472)
C (0.9414, 9.2264, -6.2048)
C (2.2633, 9.4690, -6.9226)
C (2.1597, 8.5060, -8.1044)
H (0.1310, 9.8388, -6.6066)
H (1.0063, 9.3864, -5.1312)
H (2.4122, 10.5097, -7.2038)
H (3.0917, 9.1714, -6.2788)
H (1.6576, 8.9565, -8.9616)
H (3.1203, 8.1033, -8.4110)

## Properties
Gap between HOMO and LUMO: 5.6903 eV
ΔE to the lowest compared entry with this formula, charge and spin: 0.00 kcal/mol
Strongest force on any atom: 1.11 eV/Å
HOMO: -3.967 eV
Charge: -1
LUMO: 1.7 eV

The following is a quantum chemistry calculation of an isolated molecule of C2H3NO at a distorted geometry, from the OMol25 dataset.

Positions of all 7 atoms, in Å:
C (0.0460, 0.1585, -0.1378)
C (1.4929, -0.1582, 0.1986)
N (-0.4314, 1.3128, 0.0918)
O (2.5198, 0.3790, -0.0996)
H (-0.2494, -0.7914, -0.4466)
H (1.4839, -1.1109, 0.7933)
H (-1.4645, 1.3546, -0.2332)

## Properties
Gap between HOMO and LUMO: 10.0028 eV
ΔE to the lowest compared entry with this formula, charge and spin: 36.89 kcal/mol
Strongest force on any atom: 3.72 eV/Å
HOMO: -9.927 eV
SMILES: [H]/N=C/C=O
LUMO: 0.1 eV

The following is a quantum chemistry calculation of C42H59FeN5O7P as an isolated structure at a distorted geometry, from the OMol25 dataset.

Positions of all 115 atoms, in Å:
Fe (1.0277, -2.8944, 1.3724)
O (3.4712, -0.5024, 4.2808)
C (2.5086, -0.2600, 3.3871)
O (2.6644, 0.4615, 2.4135)
C (1.2685, -1.0117, 3.6915)
C (1.0924, -1.3484, 5.0471)
C (-0.2084, -1.6096, 5.4256)
C (-1.3017, -1.4264, 4.5881)
C (-1.0179, -1.1884, 3.2331)
N (0.2803, -1.1286, 2.8007)
C (-2.1860, -0.8327, 2.3266)
O (-2.7888, 0.3748, 2.5255)
O (-2.5908, -1.5388, 1.4362)
H (4.2853, -0.0026, 3.9974)
H (1.8907, -1.4481, 5.7579)
H (-0.3904, -2.0799, 6.3888)
H (-2.3370, -1.4435, 4.8681)
H (-2.3136, 0.9495, 3.1871)
C (0.7911, -4.9814, -1.2666)
C (0.2877, -3.5559, -1.5670)
C (-1.1571, -3.5818, -2.0722)
C (1.1786, -2.7579, -2.5809)
O (0.3109, -2.6957, -0.3769)
H (0.8237, -5.6018, -2.1202)
H (0.2510, -5.4194, -0.3806)
H (1.8368, -4.8260, -0.9520)
H (-1.3946, -4.3952, -2.8000)
H (-1.4296, -2.6873, -2.5785)
H (-1.9174, -3.7227, -1.2450)
H (1.4389, -3.3124, -3.4622)
H (2.1516, -2.5007, -2.1197)
H (0.6476, -1.8474, -2.8531)
O (-5.4176, -3.1488, 0.1201)
C (-5.2545, -4.1089, 1.1590)
N (-3.8229, -4.2977, 1.3704)
C (-3.3772, -5.5143, 1.7146)
O (-4.1287, -6.4920, 1.8547)
C (-1.8975, -5.6734, 1.9033)
C (-1.3559, -6.9669, 2.0545)
C (0.0008, -7.0828, 2.3777)
C (0.8091, -5.9569, 2.3649)
N (0.3299, -4.6954, 2.1661)
C (-1.0135, -4.5839, 1.9194)
H (-6.3094, -2.7294, 0.1893)
H (-5.6310, -5.1205, 0.9613)
H (-5.6282, -3.7022, 2.1337)
H (-3.2575, -3.4296, 1.2763)
H (-1.9755, -7.8025, 1.8797)
H (0.3943, -8.0215, 2.7968)
H (1.8808, -5.9940, 2.5855)
H (-1.4036, -3.5737, 1.6683)
N (4.3897, 0.7184, -2.1503)
C (4.3861, 0.0110, -1.2484)
C (4.4088, -0.9131, -0.1125)
C (5.5619, -1.3181, 0.5423)
C (5.4291, -2.2552, 1.6137)
C (4.1838, -2.7242, 1.9837)
N (3.0595, -2.3731, 1.2900)
C (3.2245, -1.4545, 0.3011)
H (6.4998, -0.8896, 0.2540)
H (6.2998, -2.6177, 2.2033)
H (4.0439, -3.4732, 2.7700)
H (2.2885, -1.1531, -0.2223)
C (2.8522, 4.3226, -4.8334)
C (1.6587, 3.4047, -5.2017)
C (1.1126, 2.6730, -3.9806)
C (0.9182, 3.5789, -2.7225)
C (2.2390, 4.3519, -2.3781)
C (3.3299, 4.0951, -3.3889)
P (0.2412, 2.5860, -1.2531)
C (-1.6598, 2.5002, -1.5633)
C (-2.1852, 2.6952, -2.9973)
C (-3.7208, 2.8693, -2.9769)
C (-4.4109, 1.9616, -1.9087)
C (-3.5311, 0.7412, -1.5074)
C (-2.1548, 1.1418, -0.9489)
C (0.0611, 3.9621, 0.0429)
C (-0.1412, 5.4632, -0.3171)
C (-0.3841, 6.3276, 0.9454)
C (-0.5840, 5.5195, 2.3064)
C (0.7080, 4.6377, 2.4678)
C (1.1574, 3.9130, 1.1238)
H (2.6817, 5.3766, -5.0421)
H (3.7125, 4.0434, -5.4838)
H (1.9047, 2.6869, -6.0268)
H (0.8226, 4.0372, -5.5178)
H (1.8084, 1.8556, -3.6316)
H (0.2163, 2.1377, -4.1793)
H (0.1113, 4.2884, -2.9401)
H (2.5655, 4.1408, -1.3620)
H (2.0621, 5.4866, -2.3221)
H (3.8030, 3.1125, -3.2843)
H (4.1586, 4.8313, -3.1587)
H (-2.1061, 3.2798, -0.9459)
H (-1.9812, 1.8089, -3.6040)
H (-1.6829, 3.5008, -3.4817)
H (-4.0363, 2.5060, -4.0000)
H (-4.0898, 3.8681, -2.9072)
H (-5.3040, 1.5464, -2.3690)
H (-4.6804, 2.4716, -0.9905)
H (-3.3420, 0.1656, -2.4035)
H (-4.0280, 0.1455, -0.7373)
H (-1.4415, 0.3660, -1.2444)
H (-2.0620, 1.1721, 0.1321)
H (-0.8074, 3.6136, 0.6208)
H (-0.9549, 5.6103, -1.0365)
H (0.7498, 5.8853, -0.8558)
H (-1.3081, 6.8630, 0.8448)
H (0.4465, 6.9867, 1.1553)
H (-1.4805, 4.9336, 2.2968)
H (-0.6716, 6.2542, 3.1382)
H (0.5369, 3.8741, 3.2504)
H (1.4788, 5.3138, 2.8396)
H (1.4262, 2.9152, 1.4838)
H (2.0946, 4.3302, 0.7816)

## Properties
Gap between HOMO and LUMO (alpha / beta): 5.7241 / 5.6752 eV
ΔE to the lowest compared entry with this formula, charge and spin: 20.80 kcal/mol
Strongest force on any atom: 3.16 eV/Å
HOMO (alpha / beta): -9.771 / -9.771 eV
Charge: +1
LUMO (alpha / beta): -4.0 / -4.1 eV
Multiplicity: 5

The following is a quantum chemistry calculation of a 3-piece molecular cluster, C2H10O2S2 overall at a distorted geometry, from the OMol25 dataset.

Positions of all 16 atoms, in Å:
C (0.8660, 0.4130, 1.0546)
S (1.2516, -0.6569, -0.4060)
S (-0.1484, -2.1953, -0.4876)
C (-0.0179, -2.8631, 1.1796)
H (-0.1228, 0.8126, 0.8724)
H (1.7778, 0.9864, 1.1578)
H (0.8087, -0.2583, 1.9106)
H (-0.2780, -2.0683, 1.8707)
H (0.9177, -3.3639, 1.4091)
H (-0.8195, -3.6060, 1.2335)
H (-2.5409, 0.3687, 0.5678)
H (-2.2093, -1.0301, 0.9141)
O (-2.9818, -0.4715, 0.6714)
H (0.2306, 7.1269, -0.5767)
H (1.0233, 6.8388, -1.8975)
O (0.3880, 7.4385, -1.4633)

## Properties
Gap between HOMO and LUMO: 9.0762 eV
ΔE to the lowest compared entry with this formula, charge and spin: 21.52 kcal/mol
Strongest force on any atom: 2.40 eV/Å
HOMO: -8.656 eV
SMILES: CSSC.O.O
LUMO: 0.4 eV

The following is a quantum chemistry calculation of a 3-piece molecular cluster, C5H12ClO2P overall at a distorted geometry, from the OMol25 dataset.

Positions of all 21 atoms, in Å:
C (-3.1492, 2.2693, 1.0128)
C (1.3510, -1.4362, 0.7477)
C (1.5460, -0.2846, -1.6680)
C (-3.9080, 1.6758, 0.1222)
C (2.1332, -0.3910, -0.2711)
O (-2.3744, -0.6620, -1.8787)
O (2.0213, 0.7932, 0.3437)
P (-1.9495, -0.2991, -0.5565)
Cl (-2.5158, -1.9097, 0.6129)
H (-3.0684, 2.0273, 2.1642)
H (1.0845, 1.0984, 0.2320)
H (-2.5036, 3.1227, 0.8454)
H (1.6450, -2.4747, 0.5108)
H (1.7590, -1.1534, 1.8186)
H (0.2537, -1.2241, 0.6744)
H (1.5207, -1.3721, -2.0192)
H (2.0938, 0.3424, -2.3146)
H (0.4949, 0.1169, -1.5803)
H (-3.8865, 2.0833, -0.8942)
H (-4.4707, 0.8753, 0.4949)
H (3.1457, -0.5762, -0.2894)

## Properties
Gap between HOMO and LUMO: 9.1285 eV
ΔE to the lowest compared entry with this formula, charge and spin: 96.04 kcal/mol
Strongest force on any atom: 4.51 eV/Å
HOMO: -9.839 eV
SMILES: CC(C)O.O=PCl.C=C
LUMO: -0.7 eV

The following is a quantum chemistry calculation of H24O12 as an isolated structure at a distorted geometry, from the OMol25 dataset.

Positions of all 36 atoms, in Å:
H (0.7327, 0.5699, -0.7249)
H (-0.6983, 0.3970, -0.2430)
H (0.1541, 0.0169, -2.7694)
H (-0.6338, -0.5595, -1.6045)
H (-1.5053, -3.8359, -1.6265)
H (-1.0073, -2.4440, -1.9794)
H (0.3513, -0.9920, 2.4033)
H (0.5875, -1.2525, 0.9246)
H (-1.7445, 4.9470, 0.0385)
H (-1.0335, 3.9372, 0.9245)
H (-1.0986, 0.4271, 2.0063)
H (-1.4436, 0.7160, 3.4581)
H (3.9942, 2.3323, -0.7750)
H (5.5056, 2.2135, -0.8815)
H (-3.5887, 0.7235, -1.6946)
H (-4.0240, -0.5184, -0.9341)
H (1.3307, -2.1918, -1.1259)
H (1.0066, -2.2813, -2.6081)
H (-2.2268, 2.4762, 0.1622)
H (-2.7543, 1.0509, 0.1480)
H (1.1426, -3.5752, 2.7261)
H (0.0687, -3.6384, 1.6524)
H (3.3880, -0.6232, 0.1003)
H (2.8829, 0.3669, -0.9364)
O (0.2110, 0.4353, 0.0743)
O (-0.3369, 0.2763, -1.9816)
O (-1.0244, -3.0853, -1.2600)
O (0.3312, -0.5586, 1.5426)
O (-1.4988, 4.0161, 0.0841)
O (-1.2073, -0.0034, 2.8618)
O (4.7865, 2.2111, -0.2398)
O (-4.2160, -0.0075, -1.7285)
O (1.6525, -1.9176, -1.9921)
O (-2.3067, 1.6899, 0.7139)
O (0.3192, -3.1575, 2.4492)
O (3.3663, 0.3185, -0.1039)

## Properties
Gap between HOMO and LUMO: 7.5402 eV
ΔE to the lowest compared entry with this formula, charge and spin: 187.79 kcal/mol
Strongest force on any atom: 8.03 eV/Å
HOMO: -7.934 eV
LUMO: -0.4 eV

Q: Among the records above, which one has the highest ΔE to the lowest compared entry with this formula, charge and spin?
A: H24O12

Q: The highest ΔE to the lowest compared entry with this formula, charge and spin belongs to which entry?
A: H24O12

Q: Which of these has the lowest ΔE to the lowest compared entry with this formula, charge and spin?
A: C34H63B2N2O7SSi

Q: The highest strongest force on any atom belongs to which entry?
A: H24O12